This record from the OMol25 dataset describes a structure of composition C38H30As2Cl5N4O10Tl. The level of theory is ωB97M-V with the def2-TZVPD basis set.

Geometry as XYZ:
```
90
Properties=species:S:1:pos:R:3:forces:R:3:mulliken_charge:R:1
Tl -2.32295 0.21246 -0.51905 -0.9 0.4 -0.6 1.202
O -3.47149 3.42729 -3.73033 0.1 0.1 -0.1 -0.672
C -2.93542 2.80407 -2.82765 -0.3 -0.2 0.3 -0.312
N -3.41698 1.65964 -2.27886 0.9 0.1 -0.1 -0.113
C -4.71150 1.37868 -2.19868 -0.9 -0.4 0.0 0.799
C -5.77113 2.33967 -2.22040 0.4 -0.1 0.1 -0.672
C -7.05285 1.93158 -2.06080 -0.3 -0.4 0.1 -0.676
C -7.37446 0.55414 -1.83632 -0.1 0.5 0.0 -0.710
C -6.40582 -0.39082 -1.79273 0.4 0.0 0.1 -0.681
C -5.04240 -0.01977 -2.00885 -0.6 0.8 -0.1 0.557
N -4.01555 -0.85810 -2.00027 0.8 -0.4 0.0 -0.016
C -4.11056 -2.18408 -2.30170 -0.1 0.4 0.2 -0.146
O -4.92753 -2.64982 -3.07748 0.0 -0.2 0.0 -0.673
C -3.07673 -3.07577 -1.67150 -0.1 0.2 -0.1 0.356
C -3.05642 -4.41948 -2.01894 0.0 0.0 0.1 -0.643
C -2.14208 -5.24537 -1.38918 0.0 0.0 0.0 -0.314
C -1.29419 -4.70225 -0.43735 0.1 0.1 0.1 -1.146
C -1.38224 -3.34456 -0.17032 0.1 -0.1 -0.1 -0.267
N -2.24763 -2.54162 -0.78155 0.3 -0.2 0.2 0.292
C -1.62815 3.30509 -2.26550 0.0 -0.1 -0.1 0.385
C -1.23446 4.59296 -2.61302 0.0 0.0 0.1 -0.367
C -0.10527 5.11989 -2.01818 0.0 0.0 0.0 -0.879
C 0.60181 4.33446 -1.11952 0.1 -0.1 0.0 -0.573
C 0.16218 3.04338 -0.88322 0.0 0.0 -0.1 -0.232
N -0.93659 2.53213 -1.43459 0.3 0.0 0.0 0.152
H -5.52594 3.37715 -2.39064 0.0 0.0 0.0 0.469
H -7.85400 2.65825 -2.10057 0.0 0.0 0.0 0.392
H -8.40984 0.27087 -1.69814 0.0 0.0 0.0 0.395
H -6.63873 -1.43304 -1.62760 0.0 0.0 0.0 0.467
H -3.75366 -4.77747 -2.76158 0.0 0.0 0.0 0.518
H -2.09638 -6.29867 -1.63494 0.0 0.0 0.0 0.428
H -0.57098 -5.30483 0.09522 0.0 0.0 0.0 0.521
H -0.73189 -2.88835 0.56046 0.0 -0.1 0.1 0.574
H -1.83584 5.15007 -3.31533 0.0 0.0 0.0 0.537
H 0.21892 6.12711 -2.24600 0.0 0.0 0.0 0.439
H 1.47341 4.71943 -0.60637 0.0 0.0 0.0 0.494
H 0.69758 2.38962 -0.20415 0.0 0.0 0.0 0.560
Cl -2.18062 3.55747 1.17711 -0.1 0.0 0.3 -0.154
C -2.68931 2.25250 2.21804 0.1 0.3 -0.1 1.013
C -2.90092 1.00692 1.67320 0.1 -0.6 -0.3 -1.484
C -3.34588 0.00611 2.51671 0.0 -0.1 0.2 0.982
Cl -3.67561 -1.57718 1.86291 0.0 0.1 0.1 -0.132
C -3.54150 0.21433 3.88053 0.0 0.0 0.0 -0.342
Cl -4.06155 -1.06484 4.90848 0.0 0.0 0.0 -0.181
C -3.30066 1.48128 4.41130 0.0 0.0 0.0 0.508
Cl -3.53211 1.76968 6.08931 0.0 0.0 0.0 -0.190
C -2.87927 2.51306 3.57441 0.0 0.1 0.0 -0.232
Cl -2.59717 4.08503 4.22216 0.0 -0.1 0.0 -0.186
C 2.98344 -5.59147 0.62709 0.0 0.0 0.0 -0.760
O 3.33938 -4.22025 0.39365 -0.1 0.0 0.0 -0.175
C 2.44525 -3.31812 0.79749 0.0 0.1 0.2 -0.159
O 1.36966 -3.60791 1.26669 -0.1 0.0 -0.1 -0.589
C 2.87923 -1.90202 0.61370 -0.1 -0.1 -0.1 0.710
C 4.17106 -1.58284 0.69581 -0.1 0.0 0.1 -0.066
As 5.08100 0.19229 0.38882 0.0 -0.1 0.0 0.175
C 6.12140 0.25246 2.03191 0.1 0.0 0.1 -1.392
C 3.37420 1.00710 0.87990 0.2 -0.1 0.3 -0.070
C 2.50533 0.68177 -0.08786 -0.2 -0.1 -0.2 0.695
As 1.20555 -0.79209 0.24530 0.4 0.1 0.0 0.564
C 0.54574 -0.49524 2.07056 0.0 0.1 0.0 -1.045
C 2.95392 0.49073 -1.53118 0.2 0.2 0.2 0.254
O 2.73304 -0.54574 -2.10019 -0.1 -0.1 0.0 -0.580
O 3.55576 1.47274 -2.21860 -0.2 0.0 0.0 -0.380
C 3.91646 2.74531 -1.69120 0.0 0.0 0.0 -0.007
C 3.09524 1.09648 2.35800 -0.3 0.1 -0.2 0.046
O 3.34214 0.20823 3.12280 0.0 -0.1 0.0 -0.509
O 2.61839 2.25697 2.84120 0.0 0.1 -0.1 -0.412
C 2.34577 3.38806 2.00676 -0.1 -0.1 0.1 -0.349
C 5.21137 -2.60228 1.09593 0.0 0.1 -0.2 0.152
O 5.37106 -2.92901 2.23590 0.0 0.0 0.1 -0.585
O 6.05813 -3.01673 0.13744 -0.1 0.0 -0.1 -0.357
C 5.71426 -2.82469 -1.24679 0.0 0.0 0.0 -0.577
H 3.85950 -6.16860 0.35152 0.0 0.0 0.0 0.278
H 2.13243 -5.86376 0.00590 0.0 0.0 0.0 0.251
H 2.73633 -5.74522 1.67441 0.0 0.0 0.0 0.336
H 7.05779 -0.27200 1.84617 0.0 0.0 0.0 0.448
H 5.59385 -0.20778 2.86207 0.0 0.0 0.0 0.444
H 6.34464 1.29651 2.25069 0.0 0.0 0.0 0.467
H 1.18109 -0.95599 2.81788 0.0 0.0 0.0 0.511
H -0.44660 -0.94868 2.10101 0.0 0.0 0.0 0.304
H 0.43708 0.56928 2.28474 0.0 0.0 0.0 0.450
H 5.00151 2.78421 -1.60925 0.0 0.0 0.0 0.320
H 3.46791 2.93167 -0.72047 0.0 0.0 -0.1 -0.293
H 3.57435 3.49240 -2.40180 0.0 0.0 -0.1 0.343
H 2.56095 4.26631 2.60838 0.0 0.0 0.0 0.437
H 1.29298 3.39427 1.72520 0.0 0.0 0.0 0.087
H 2.97038 3.40116 1.11836 0.0 0.0 0.0 0.079
H 6.09491 -3.69258 -1.77729 0.0 0.0 0.0 0.344
H 6.19601 -1.92688 -1.62934 0.0 0.0 0.0 0.277
H 4.63845 -2.75633 -1.38985 0.0 0.0 0.0 0.282
```
Forces are in eV/Å.

For the relative energy (zero: lowest compared OMol25 entry of this formula, charge and spin), the calculation gives 219.0 kJ/mol. The molar mass comes out at 1234.2 u. The calculation puts the HOMO energy at -6.923 eV.

---

This record from the OMol25 dataset describes the molecule C18H28N2O6. The level of theory is ωB97M-V with the def2-TZVPD basis set.

Geometry as XYZ:
```
54
Properties=species:S:1:pos:R:3:forces:R:3:mulliken_charge:R:1
C 8.65132 -0.54158 -0.57049 -0.4 -0.1 0.1 -1.096
C 7.44408 -1.46491 -0.49794 0.4 -0.1 -0.4 -0.287
O 6.33842 -0.82915 0.14867 0.0 -0.1 0.3 -0.298
C 5.56267 -0.04223 -0.60411 -0.3 0.3 0.2 0.067
O 5.74032 0.16278 -1.77417 0.1 0.0 -0.2 -0.586
C 4.42067 0.52098 0.22299 0.0 -0.1 -0.4 0.588
C 3.40388 -0.59614 0.49575 0.0 0.1 0.3 -0.888
C 2.22219 -0.03013 1.28365 0.1 -0.5 0.0 -0.883
N 1.62181 1.05957 0.55230 0.1 0.1 0.2 0.071
C 0.43501 1.01102 -0.07869 0.0 0.2 0.0 0.755
O -0.01594 1.93491 -0.73526 -0.2 -0.1 -0.2 -0.681
C -0.32735 -0.31143 0.01658 0.0 -0.2 0.0 0.750
O 0.13075 -1.31919 -0.49934 0.2 0.1 -0.2 -0.683
N -1.51627 -0.27756 0.64201 -0.1 0.0 0.1 0.046
C -2.38949 -1.43223 0.59118 0.0 -0.4 -0.3 -1.065
C -3.63974 -1.10881 -0.22417 0.0 0.0 0.3 -0.852
C -4.34830 0.11235 0.37919 0.0 0.2 -0.4 0.617
C -5.56144 0.44080 -0.47148 0.3 0.1 0.3 0.006
O -5.61832 1.30364 -1.30539 0.0 0.1 -0.1 -0.592
O -6.57131 -0.38554 -0.18670 -0.2 -0.4 0.2 -0.227
C -7.76679 -0.22112 -0.95548 -0.3 0.1 -0.3 -0.212
C -8.76377 -1.27948 -0.52407 0.4 0.2 0.0 -1.213
C -3.37508 1.28838 0.43757 0.0 -0.1 0.2 -0.819
C -2.12639 0.89386 1.22588 -0.2 0.5 0.0 -0.848
C 2.52823 2.16261 0.30177 0.0 0.3 -0.3 -1.082
C 3.73386 1.67812 -0.50105 0.0 0.0 0.2 -0.787
H 8.92824 -0.20397 0.42539 0.1 0.0 0.1 0.294
H 8.41912 0.32355 -1.18651 0.0 0.1 -0.1 0.312
H 9.48965 -1.07275 -1.01168 0.1 0.0 0.0 0.371
H 7.13766 -1.76678 -1.50454 0.0 0.0 0.2 0.325
H 7.65754 -2.34759 0.10829 -0.1 0.1 -0.1 0.320
H 4.83523 0.85923 1.17895 0.0 0.0 0.0 0.311
H 3.03030 -0.99766 -0.44791 0.0 0.0 0.0 0.339
H 3.87326 -1.40352 1.05831 0.0 0.0 0.0 0.402
H 2.56940 0.35748 2.24970 0.0 -0.1 0.0 0.402
H 1.48467 -0.81102 1.46450 0.1 0.1 0.1 0.405
H -2.66734 -1.71134 1.61398 0.0 0.0 0.0 0.431
H -1.82843 -2.24875 0.13274 -0.1 0.1 0.2 0.462
H -3.34808 -0.88386 -1.25175 0.0 0.0 -0.1 0.369
H -4.30949 -1.96953 -0.23052 0.0 0.0 0.0 0.373
H -4.70156 -0.14465 1.38347 0.0 0.0 0.0 0.295
H -7.51711 -0.31421 -2.01808 0.0 0.1 0.1 0.317
H -8.15653 0.78875 -0.78628 0.1 -0.1 -0.1 0.294
H -8.98693 -1.17467 0.53419 -0.1 0.0 0.1 0.307
H -9.68172 -1.16907 -1.09368 -0.1 0.0 0.0 0.394
H -8.35559 -2.27166 -0.69642 0.0 -0.1 0.0 0.309
H -3.08743 1.57248 -0.57530 0.0 0.0 0.0 0.252
H -3.84905 2.15051 0.90750 0.0 0.1 0.0 0.473
H -2.40121 0.65460 2.26166 0.1 0.0 0.0 0.352
H -1.41510 1.71818 1.23430 -0.1 -0.1 0.1 0.459
H 2.85243 2.57593 1.26354 0.0 0.0 0.0 0.410
H 1.97578 2.92419 -0.25093 0.1 0.0 0.2 0.486
H 3.40539 1.33559 -1.48320 0.0 0.0 0.0 0.272
H 4.43384 2.50102 -0.64893 0.0 0.0 -0.1 0.463
```
Forces are in eV/Å.

Its structure (SMILES) is CCOC(=O)C1CCN(C(=O)C(=O)N2CCC(C(=O)OCC)CC2)CC1. For the relative energy (zero: lowest compared OMol25 entry of this formula, charge and spin), the calculation gives 0.0 kJ/mol. The molar mass comes out at 368.4 u. The calculation puts the HOMO energy at -9.330 eV.

---

no.,Kohn-Sham gap (eV)
1,4.530
2,10.023